# 1
The following is a DFT calculation (the ωB97M-V functional and the def2-TZVPD basis) of a molecular structure, C24H22BEuN8O2S.

The molar mass is 649.34 g mol⁻¹. As for the multiplicity: 8. The expectation value of S² is 15.778. The relative energy (zero: lowest compared OMol25 entry of this formula, charge and spin) comes out at 202.6 kcal per mole. The charge is -1. For the HOMO energy (alpha / beta), the calculation gives -1.76 / -3.00 eV. The HOMO-LUMO gap (alpha / beta) is 4.266 / 5.405 eV.

```
59
Properties=species:S:1:pos:R:3:forces:R:3
Eu -0.660650 0.180759 -0.004948 1.139 -0.059 -0.454
C -3.931934 -3.547038 -0.093566 -0.681 0.628 1.327
C -2.648917 -3.056296 -0.367111 0.421 0.851 -0.360
N -2.325153 -1.995844 0.367083 -2.131 0.236 1.437
N -3.447497 -1.802883 1.258054 1.933 0.047 -1.711
C -4.359805 -2.723474 0.989232 -0.750 -1.070 -1.448
B -3.734990 -0.354879 1.768082 1.354 -1.358 -0.105
N -2.593270 0.001545 2.781881 1.175 1.207 0.096
C -2.607744 -0.179898 4.133156 0.912 0.109 -0.529
C -1.289143 -0.045877 4.619121 -0.538 0.208 -0.826
C -0.532715 0.278641 3.479199 -0.852 -0.060 -1.349
N -1.299501 0.352113 2.359583 -1.271 -1.173 2.548
N -3.731085 0.545714 0.388463 -1.207 -0.877 1.490
C -4.131835 1.833326 0.629080 0.721 1.179 -1.387
C -5.159321 2.169933 -0.240282 1.201 -0.715 0.624
C -5.468677 0.959916 -0.922596 1.107 -2.415 2.599
N -4.615351 -0.078548 -0.507081 -1.462 3.607 -0.154
H -4.549924 -4.275893 -0.630634 0.612 0.219 0.471
H -1.900326 -3.318268 -1.119751 -0.461 -0.312 0.279
H -5.345149 -2.703553 1.483576 0.754 -0.007 -0.274
H -4.718583 -0.441394 2.449607 -0.452 0.492 -0.392
H -3.535710 -0.384830 4.679817 0.513 0.011 -0.488
H -0.909732 -0.140609 5.630068 -0.278 -0.013 -0.233
H 0.528407 0.393331 3.297565 -0.017 0.214 0.510
H -3.504693 2.507341 1.252204 -0.661 -0.737 -0.334
H -5.494137 3.175598 -0.387676 -0.565 0.105 -0.011
H -6.499324 0.643789 -1.110012 0.585 0.149 -1.355
O 0.864437 -1.895218 -0.634594 2.626 -0.551 1.260
S 2.453479 -1.463162 -0.316902 -3.681 0.333 1.031
O 3.145473 -2.122343 0.810884 -0.999 1.113 -1.860
N 2.028051 0.049639 -0.298009 2.677 1.672 -0.058
C 2.944676 1.230229 -0.319791 -0.853 0.062 -1.116
C 4.253288 1.345400 -0.831967 0.522 -1.088 -0.441
C 5.089491 2.493921 -0.758488 -1.283 -1.173 0.135
C 4.484114 3.578829 -0.208371 -2.179 2.336 0.078
C 3.093535 3.730199 -0.099683 -1.884 -4.168 -0.102
C 2.384819 4.825247 0.487569 -3.471 1.083 1.730
C 1.032658 4.771684 0.890680 0.933 -1.833 -3.178
C 0.265821 3.675386 0.034574 -2.601 7.500 1.607
N 0.760703 2.535689 0.044337 6.058 -7.344 -1.755
C 2.286038 2.472193 -0.201027 -2.543 1.485 1.853
C 3.084315 -2.105825 -1.806203 0.300 0.049 -1.502
C 3.996290 -3.172470 -1.805892 -0.777 0.193 -0.245
C 4.015404 -4.020582 -2.918240 -0.148 0.841 -0.198
C 3.257765 -3.686988 -4.037599 -0.153 -0.919 -0.596
C 2.386403 -2.587217 -4.056938 0.521 -0.049 -0.089
C 2.318986 -1.754736 -2.970994 0.474 -0.432 1.215
H 4.629828 0.493690 -1.405406 0.123 -0.084 0.475
H 6.082070 2.555362 -1.172378 0.195 -0.406 0.199
H 4.831937 4.506880 0.164773 1.935 0.737 -0.190
H 2.771604 5.810297 0.616901 1.402 0.361 0.617
H 0.470518 5.395977 1.607997 0.774 0.184 -0.757
H -0.491950 4.027141 -0.749645 0.662 -0.282 1.063
H 4.630614 -3.411799 -0.957439 -0.472 0.186 0.141
H 4.587531 -4.935425 -2.839422 0.165 0.076 -0.386
H 3.291526 -4.324827 -4.941258 -0.045 0.261 0.714
H 1.719175 -2.421361 -4.896457 0.284 0.031 -0.083
H 1.606958 -0.923641 -2.944121 0.387 -0.366 0.204
H 0.191227 -2.664901 0.330991 -0.052 -0.274 0.267
```
Forces are in eV/Å.

***

# 2
The following is a DFT calculation (the ωB97M-V functional and the def2-TZVPD basis) of a molecular structure, C24H22BrN8OS3Y.

The molar mass is 703.51 g mol⁻¹. As for the multiplicity: 1. The charge is +2. For the HOMO energy, the calculation gives -13.40 eV. The HOMO-LUMO gap is 7.059 eV.

```
60
Properties=species:S:1:pos:R:3:forces:R:3
Y -0.161835 -0.100158 0.008103 -0.043 0.237 0.168
C -2.055635 -1.173043 3.124082 0.022 0.052 0.020
C -0.582836 -1.006913 3.279146 -0.012 -0.065 0.003
N 0.272531 -0.823152 2.291572 -0.092 0.041 -0.029
C 1.559523 -0.643646 2.769977 0.044 -0.004 -0.060
C 1.670215 -0.711320 4.119764 0.019 -0.034 -0.030
S 0.142621 -1.005536 4.813656 -0.008 0.017 0.012
C 2.626228 -0.367852 1.804073 -0.034 -0.045 -0.086
C 3.952488 -0.253759 2.060956 -0.016 0.011 0.000
S 4.801572 0.093137 0.625497 -0.010 -0.035 0.020
C 3.357772 0.066784 -0.261529 0.009 0.016 -0.025
N 2.286157 -0.185951 0.466848 -0.078 0.070 0.018
C 3.347163 0.330456 -1.731002 -0.012 0.013 0.005
H -2.476377 -0.283445 2.649755 0.002 -0.009 -0.007
H -2.523791 -1.297476 4.097630 -0.023 -0.008 -0.002
H -2.292437 -2.050556 2.520992 -0.001 -0.016 0.006
H 2.551771 -0.596888 4.727723 0.016 0.003 -0.002
H 4.461633 -0.356034 3.004519 0.004 -0.008 0.010
H 4.359329 0.370545 -2.127378 -0.002 0.011 -0.004
H 2.873687 1.290077 -1.948572 -0.011 -0.004 -0.005
H 2.822098 -0.466371 -2.257319 0.016 -0.009 -0.004
N 0.087803 -0.216116 -2.513730 -0.114 -0.047 -0.142
N -1.179676 -0.261043 -3.188006 0.069 -0.019 0.031
C -1.475317 0.792946 -3.953566 0.003 0.025 -0.022
N -2.668823 0.758255 -4.517853 0.008 -0.013 0.005
S -2.170626 1.674733 -0.403274 0.133 0.052 -0.099
H 0.420625 0.710220 -2.815472 -0.023 -0.024 0.017
H 0.698496 -0.865261 -3.012192 0.041 -0.002 0.107
H -1.785804 -1.016332 -2.885819 0.010 0.019 0.005
H -3.320382 -0.017681 -4.470396 -0.001 0.002 -0.001
H -2.924244 1.508258 -5.137125 -0.004 0.006 0.012
Br -3.845753 -2.413535 6.465196 0.018 -0.002 -0.016
C -4.929826 -2.405240 4.917346 -0.032 0.024 0.009
C -5.238915 -3.603854 4.291858 -0.023 0.013 -0.027
C -6.034731 -3.586309 3.155963 0.074 -0.004 0.078
C -6.457503 -2.372645 2.632829 -0.108 0.017 -0.175
C -6.185078 -1.177738 3.288853 0.015 -0.030 -0.083
C -5.419741 -1.196170 4.442619 0.008 -0.028 0.076
N -7.277181 -2.439429 1.448161 0.109 -0.003 0.137
N -6.999146 -1.777161 0.446787 -0.074 0.025 -0.077
C -5.826284 -0.969442 0.343850 0.087 -0.031 0.086
C -5.938252 0.388598 0.245499 -0.061 -0.034 0.011
C -4.790245 1.171296 0.051431 0.005 0.071 -0.036
C -3.543266 0.611304 -0.082646 0.063 -0.017 0.064
O -1.198364 1.467796 0.899020 0.044 -0.049 0.096
C -3.410464 -0.800643 -0.031783 0.026 -0.219 -0.112
N -2.176104 -1.392557 -0.178374 -0.065 -0.034 -0.048
C -2.096649 -2.715252 -0.209186 0.056 -0.029 0.018
C -3.192051 -3.570188 -0.093261 -0.001 0.042 0.027
C -4.424688 -3.006542 0.106067 0.020 0.032 0.007
C -4.559671 -1.603729 0.154606 -0.062 -0.013 0.047
H -4.889742 -4.540048 4.704211 0.004 -0.004 -0.004
H -6.331682 -4.511353 2.678683 -0.014 0.003 -0.014
H -6.598096 -0.246927 2.927211 0.007 0.018 0.003
H -5.220027 -0.281228 4.983645 -0.001 0.008 -0.012
H -6.910879 0.853128 0.338085 0.003 0.021 -0.008
H -4.886755 2.248625 -0.001831 -0.001 0.001 0.018
H -1.102633 -3.139658 -0.333212 -0.010 -0.013 0.010
H -3.056777 -4.639763 -0.155061 0.011 -0.003 0.011
H -5.301027 -3.633416 0.204175 -0.008 0.006 -0.008
```
Forces are in eV/Å.

***

# 3
The following is a DFT calculation (the ωB97M-V functional and the def2-TZVPD basis) of a molecular structure, C24H22CdCl4N3O2P2Se2.

The molar mass is 858.55 g mol⁻¹. As for the multiplicity: 1. The relative energy (zero: lowest compared OMol25 entry of this formula, charge and spin) comes out at 14.4 kcal per mole. The charge is -1. For the HOMO energy, the calculation gives -4.02 eV. The HOMO-LUMO gap is 6.225 eV.

```
60
Properties=species:S:1:pos:R:3:forces:R:3
Cd 0.072887 -0.016280 0.500026 -0.684 1.619 -0.369
Se -1.854695 1.945458 1.255600 0.353 -0.307 -0.362
P -0.002697 2.983259 1.744857 0.121 0.247 0.124
Se 1.827088 1.935614 1.223974 -0.187 0.311 -0.030
C -0.067655 3.306389 3.545718 0.032 -0.072 -0.196
C -1.193638 3.927770 4.082097 0.078 0.024 0.031
C -1.326155 4.054661 5.454036 -0.040 0.046 -0.052
C -0.343618 3.548791 6.295481 0.010 -0.041 0.047
C 0.785127 2.948219 5.762418 -0.009 0.030 0.056
C 0.926576 2.826651 4.386961 0.015 0.068 -0.013
C -0.038824 4.624318 0.906667 0.000 -0.311 0.016
C -1.245550 5.302481 0.759080 0.005 0.026 0.029
C -1.303504 6.465546 0.008360 -0.077 0.041 0.029
C -0.162336 6.952826 -0.610727 0.052 -0.012 -0.031
C 1.044377 6.287877 -0.454247 -0.011 0.093 -0.016
C 1.107476 5.128433 0.303570 0.048 0.021 0.103
H -1.973794 4.288516 3.424437 -0.047 -0.013 0.040
H -2.204366 4.533717 5.868327 -0.008 -0.026 0.000
H -0.472935 3.601884 7.369391 0.036 0.066 -0.005
H 1.553185 2.557653 6.417443 -0.009 -0.023 -0.011
H 1.798819 2.345291 3.965144 -0.032 -0.055 -0.006
H -2.146268 4.903869 1.208233 -0.024 -0.033 -0.080
H -2.248607 6.980580 -0.112004 0.003 -0.012 0.001
H -0.215942 7.839344 -1.230375 -0.003 0.014 0.033
H 1.936162 6.667276 -0.937776 0.006 -0.029 0.016
H 2.044030 4.597708 0.417690 -0.013 -0.031 -0.060
Cl 2.467761 -4.982420 4.378219 0.024 -0.064 0.081
C 2.088521 -3.989415 3.013319 0.015 0.057 -0.141
C 2.733329 -4.181544 1.805288 -0.082 0.039 0.135
Cl 3.934946 -5.416683 1.647071 0.074 -0.072 -0.037
C 2.411572 -3.364182 0.714794 -0.082 0.041 -0.011
Cl 3.229827 -3.575402 -0.797655 0.025 -0.008 -0.116
C 1.449030 -2.359670 0.788632 0.072 -0.197 0.190
O 1.157801 -1.598803 -0.246180 0.385 -0.710 -0.195
C 0.783555 -2.151498 2.056136 0.000 -0.096 0.081
O -0.107549 -1.198091 2.184885 0.066 -0.805 0.637
C 1.129158 -2.977052 3.126020 0.011 -0.015 -0.091
Cl 0.320875 -2.699821 4.632645 -0.039 0.014 0.072
C -1.874049 1.897309 -5.009600 0.052 -0.013 0.021
N -2.406057 1.825898 -3.656095 -0.256 -0.028 -0.045
C -2.171859 3.100867 -2.980975 0.077 -0.033 -0.055
N -0.774773 3.520049 -3.002761 -0.004 0.256 -0.038
C -0.310162 3.552486 -4.379812 -0.005 -0.116 0.073
N -0.464272 2.276343 -5.074734 -0.030 0.087 -0.188
C 0.398953 1.241517 -4.508252 -0.005 -0.160 0.237
P 0.045387 0.835337 -2.700723 -0.253 0.391 -0.124
C -1.816293 0.710289 -2.919086 0.264 0.033 0.023
C 0.052579 2.639643 -2.185236 0.062 -0.192 -0.129
H -2.449194 2.644093 -5.564727 0.015 0.002 0.009
H -2.002567 0.926944 -5.495655 -0.015 0.012 0.007
H -2.501222 3.022590 -1.943728 -0.011 0.002 0.022
H -2.765608 3.867992 -3.487579 0.008 -0.018 0.008
H 0.743521 3.842489 -4.393337 -0.019 0.008 -0.017
H -0.894327 4.303091 -4.920439 0.032 -0.004 -0.014
H 1.438022 1.575116 -4.572301 0.005 -0.045 -0.046
H 0.303165 0.335222 -5.111423 0.037 -0.009 0.025
H -2.278799 0.644779 -1.930869 -0.011 0.010 -0.011
H -2.040906 -0.218122 -3.451566 0.000 -0.027 0.062
H 1.088093 2.989826 -2.209960 0.004 0.015 0.062
H -0.288631 2.706351 -1.159054 -0.029 0.005 0.221
```
Forces are in eV/Å.

***

# 4
The following is a DFT calculation (the ωB97M-V functional and the def2-TZVPD basis) of 2 unconnected molecules or ions with the total composition C24H22N2O2S.

The molar mass is 402.52 g mol⁻¹. As for the multiplicity: 1. The relative energy (zero: lowest compared OMol25 entry of this formula, charge and spin) comes out at 20.2 kcal per mole. Its SMILES is O=C=Nc1cccc2c1Sc1ccccc1N2CCc1ccccc1.CC(C)=O. The charge is 0. For the HOMO energy, the calculation gives -8.30 eV. The HOMO-LUMO gap is 8.917 eV.

```
51
Properties=species:S:1:pos:R:3:forces:R:3
O 0.474367 -3.153872 2.912309 0.900 -0.301 1.923
C -0.112778 -3.128046 1.934045 -0.662 0.128 -1.441
N -0.731308 -3.095000 0.888452 0.211 0.465 -0.458
C -0.076778 -2.274073 -0.124002 -0.377 -0.691 0.186
C 0.808855 -2.882045 -0.994911 0.268 0.093 -0.345
C 1.436453 -2.108033 -1.956755 -0.125 0.358 0.139
C 1.157300 -0.752146 -2.038893 0.127 0.173 -0.380
C 0.274185 -0.128695 -1.171131 0.248 -0.658 -0.246
C -0.350571 -0.920567 -0.205088 -0.413 0.840 0.087
S -1.515055 -0.133483 0.879367 -0.243 -0.211 0.109
C -2.227296 1.013875 -0.277056 0.467 -0.296 0.052
C -3.573647 1.344089 -0.243929 -0.008 0.093 -0.076
C -4.074260 2.228045 -1.186241 -0.340 0.102 -0.033
C -3.257554 2.768175 -2.164726 0.569 0.131 0.012
C -1.907267 2.444996 -2.182937 -0.389 -0.100 0.114
C -1.393154 1.564837 -1.241384 0.237 0.295 -0.583
N 0.011423 1.267997 -1.322558 -0.092 -0.236 0.721
C 0.762381 2.116959 -0.375699 0.282 0.640 -0.134
C 2.279707 1.958708 -0.431140 0.061 -0.234 -0.070
C 2.889878 2.010426 -1.815480 -0.319 -0.007 0.346
C 3.941566 1.169640 -2.149018 0.272 -0.010 -0.240
C 4.490365 1.193438 -3.423102 -0.114 0.026 -0.067
C 3.980009 2.052516 -4.383097 0.084 0.024 0.002
C 2.943749 2.911294 -4.049203 -0.112 -0.001 0.019
C 2.399825 2.893015 -2.771928 0.285 -0.060 -0.283
H 1.004550 -3.942631 -0.948109 -0.104 -0.077 0.190
H 2.145658 -2.524161 -2.655987 -0.006 -0.214 0.005
H 1.629334 -0.157996 -2.808465 -0.029 0.072 -0.009
H -4.234653 0.920940 0.498814 0.048 -0.098 0.062
H -5.123281 2.489365 -1.162960 -0.050 -0.023 0.022
H -3.614813 3.461331 -2.912719 -0.287 -0.015 0.057
H -1.250708 2.868345 -2.929273 0.113 -0.068 -0.036
H 0.531700 3.147878 -0.647289 -0.191 0.023 -0.026
H 0.425689 1.992579 0.658224 -0.013 -0.136 0.031
H 2.729175 2.763050 0.155070 -0.157 0.066 0.170
H 2.562169 1.035698 0.077066 0.117 -0.117 -0.130
H 4.357406 0.474688 -1.430956 -0.154 0.001 0.181
H 5.300641 0.526579 -3.680546 0.075 -0.049 0.040
H 4.401981 2.053867 -5.378192 -0.027 0.044 -0.068
H 2.536634 3.587105 -4.789237 0.030 0.040 -0.039
H 1.593936 3.576325 -2.544625 -0.091 -0.047 0.107
C -3.121920 -4.287321 6.078482 -0.198 0.095 0.118
C -2.726663 -2.829401 6.105365 -0.021 0.064 0.041
C -1.410808 -2.468538 5.459501 -0.177 0.275 0.209
O -3.432522 -1.993739 6.619596 0.014 -0.032 -0.016
H -4.082989 -4.410154 6.572811 0.005 0.018 0.000
H -3.206791 -4.632907 5.046941 0.139 -0.072 0.010
H -2.374789 -4.886957 6.600699 0.061 -0.049 -0.137
H -1.427420 -2.736946 4.406191 0.075 -0.144 0.015
H -0.593045 -2.992681 5.955991 0.022 -0.115 -0.154
H -1.248884 -1.396366 5.547702 -0.010 -0.003 0.004
```
Forces are in eV/Å.